Record 1
Molecular formula: C28H30BaClN4O5S3
Method: DFT, the ωB97M-V functional and the def2-TZVPD basis

ORCA input file:
```
! wB97M-V def2-TZVPD RIJCOSX def2/J DEFGRID3
* xyz -1 1
Ba -13.396 -11.425 14.871
C -16.850 -9.640 16.546
O -15.692 -9.514 15.732
C -16.115 -9.014 14.477
C -16.669 -10.044 13.514
O -15.790 -11.099 13.273
C -16.348 -12.404 13.318
C -16.856 -12.942 14.648
O -15.814 -12.812 15.604
C -16.205 -13.599 16.836
H -17.096 -8.636 16.946
H -16.539 -10.240 17.389
H -17.785 -10.061 16.066
H -15.253 -8.595 14.011
H -16.938 -8.261 14.528
H -16.927 -9.458 12.575
H -17.685 -10.457 13.862
H -15.662 -13.083 12.786
H -17.231 -12.368 12.635
H -17.073 -14.009 14.501
H -17.686 -12.430 14.960
H -17.041 -13.131 17.276
H -15.458 -13.825 17.550
H -16.406 -14.589 16.477
C -12.518 -1.049 13.200
O -13.042 -1.952 12.313
C -12.186 -2.693 11.607
C -12.722 -3.791 11.007
C -11.961 -4.774 10.470
C -10.585 -4.645 10.469
C -10.057 -3.413 10.932
C -10.814 -2.450 11.524
N -9.828 -5.627 9.853
N -9.816 -6.834 10.257
C -10.466 -7.227 11.442
C -10.615 -6.514 12.645
C -11.171 -7.200 13.718
C -11.670 -8.530 13.750
O -12.214 -9.083 14.757
C -11.530 -9.230 12.431
N -11.890 -10.543 12.364
C -11.629 -11.217 11.295
C -11.004 -10.686 10.132
C -10.715 -9.365 10.166
C -10.950 -8.574 11.350
H -13.299 -0.510 13.556
H -11.838 -0.367 12.753
H -12.018 -1.636 14.031
H -13.803 -3.998 11.058
H -12.521 -5.625 10.140
H -9.022 -3.193 10.891
H -10.254 -1.633 11.917
H -10.266 -5.510 12.809
H -11.199 -6.634 14.653
H -11.744 -12.277 11.369
H -10.761 -11.306 9.329
H -10.290 -8.903 9.268
S -14.560 -15.977 15.467
C -13.508 -14.716 15.246
S -13.052 -14.022 13.747
S -12.751 -13.835 16.606
Cl -12.246 -11.932 21.399
C -11.960 -11.103 19.910
C -11.117 -10.052 19.906
C -10.943 -9.287 18.748
C -11.855 -9.630 17.675
N -12.531 -10.792 17.685
C -12.693 -11.453 18.796
H -10.493 -9.721 20.744
H -10.327 -8.383 18.583
H -11.926 -9.076 16.733
H -13.253 -12.389 18.730
*
```

Properties
LUMO level = 1.922 eV
Relative energy (zero: lowest compared OMol25 entry of this formula, charge and spin) = 1.841 eV
Orbital gap = 5.40 eV
E = -91442.477 eV


Record 2
Molecular formula: C6H13NO3
Method: DFT, the ωB97M-V functional and the def2-TZVPD basis

ORCA input file:
```
! wB97M-V def2-TZVPD RIJCOSX def2/J DEFGRID3
* xyz 0 1
C -2.024 0.354 -1.177
C -1.434 -1.679 0.078
C -0.057 0.153 1.871
C 0.488 1.585 -0.248
C -0.869 -0.385 -0.605
C -0.116 0.479 0.342
N 3.282 -0.409 -0.079
O 4.358 -0.839 -0.317
O 3.043 0.856 -0.556
O 2.346 -0.840 0.525
H -2.377 1.256 -0.656
H -2.894 -0.363 -1.407
H -1.850 0.832 -2.177
H -2.356 -2.014 -0.451
H -1.646 -1.467 1.131
H -0.720 -2.479 -0.054
H -1.036 0.433 2.255
H 0.794 0.745 2.218
H 0.163 -0.864 2.020
H 0.789 2.403 0.354
H 0.292 1.873 -1.319
H 1.910 1.104 -0.452
H -0.086 -0.734 -1.294
*
```

Properties
LUMO level = 0.415 eV
Relative energy (zero: lowest compared OMol25 entry of this formula, charge and spin) = 6.947 eV
SMILES string = O=[N+]([O-])O.C=C(C)C(C)C
Orbital gap = 10.29 eV
E = -14059.683 eV


Record 3
Molecular formula: C6H15NO
Method: DFT, the ωB97M-V functional and the def2-TZVPD basis

ORCA input file:
```
! wB97M-V def2-TZVPD RIJCOSX def2/J DEFGRID3
* xyz 0 1
C 0.580 -1.176 2.438
C -0.252 -0.105 2.340
O -1.555 -0.216 2.773
C 0.128 1.265 1.877
H 1.652 -1.150 2.226
H 0.180 -2.152 2.796
H -2.087 -0.057 2.000
H 1.152 1.416 1.561
H -0.518 1.517 1.040
H -0.136 1.962 2.714
C -1.056 -0.345 -2.363
C -0.080 0.007 -1.242
C 1.122 -0.919 -1.222
N 0.423 1.419 -1.338
H -1.497 -1.355 -2.253
H -1.880 0.395 -2.430
H -0.547 -0.361 -3.329
H -0.643 -0.043 -0.316
H 1.729 -0.798 -0.323
H 0.702 -1.923 -1.107
H 1.791 -0.920 -2.103
H -0.328 2.050 -1.653
H 1.117 1.490 -2.084
*
```

Properties
LUMO level = 0.775 eV
Relative energy (zero: lowest compared OMol25 entry of this formula, charge and spin) = 1.839 eV
SMILES string = C=C(C)O.CC(C)N
Orbital gap = 9.74 eV
E = -10001.918 eV


Record 4
Molecular formula: C3H7NO2S2
Method: DFT, the ωB97M-V functional and the def2-TZVPD basis

ORCA input file:
```
! wB97M-V def2-TZVPD RIJCOSX def2/J DEFGRID3
* xyz 0 1
C -0.681 1.642 0.889
C -1.241 1.195 2.249
C 0.230 1.160 1.954
N 1.480 -1.720 -1.363
O -0.047 -1.249 -3.317
O -0.896 -0.515 -1.173
S 1.665 0.563 2.366
S -0.292 -1.675 -1.730
H -0.802 1.129 -0.073
H -0.685 2.690 0.611
H -1.758 1.916 2.911
H -1.632 0.254 2.482
H 2.018 -1.748 -0.402
H 1.711 -2.531 -1.887
H 0.931 -1.110 -3.518
*
```

Properties
LUMO level = -0.013 eV
Relative energy (zero: lowest compared OMol25 entry of this formula, charge and spin) = 4.133 eV
Orbital gap = 8.23 eV
E = -30476.436 eV